The following is a quantum chemistry calculation of a structure of composition C17H13IN2O2PtSTe, from OMol25.

Each line ends with the Mulliken charge.
Geometry (Å):
Pt 0.21 -1.02 0.06  0.470
O -2.97 5.21 -4.02  -0.467
C -2.23 4.10 -4.21  0.689
O -1.91 3.76 -5.31  -0.536
C -1.86 3.34 -2.98  0.771
C -0.76 2.48 -3.05  -0.992
C -0.38 1.76 -1.94  -0.167
C -1.09 1.85 -0.74  0.846
C -2.21 2.70 -0.68  -0.626
C -2.58 3.43 -1.79  -1.175
N -0.66 1.06 0.31  -0.324
C -0.98 1.27 1.56  0.030
C -0.54 0.35 2.54  0.256
C -0.64 0.60 3.92  -0.830
C -0.25 -0.36 4.82  -0.269
C 0.29 -1.55 4.33  -0.788
C 0.43 -1.72 2.97  0.255
N 0.00 -0.82 2.09  -0.005
H -3.10 5.42 -3.09  0.300
H -0.22 2.40 -3.98  0.446
H 0.48 1.10 -1.98  0.509
H -2.81 2.77 0.21  0.297
H -3.47 4.04 -1.73  0.274
H -1.54 2.14 1.89  0.335
H -1.04 1.55 4.25  0.382
H -0.37 -0.20 5.88  0.444
H 0.59 -2.34 5.01  0.409
H 0.87 -2.63 2.57  0.134
Te 2.89 -1.08 0.31  -0.038
C 2.99 -3.12 -0.15  0.135
C 3.91 -3.77 -0.91  -0.586
C 3.67 -5.16 -1.00  -0.329
C 2.57 -5.55 -0.30  -0.600
S 1.84 -4.24 0.52  0.020
H 4.73 -3.27 -1.40  0.388
H 4.29 -5.83 -1.57  0.369
H 2.14 -6.53 -0.22  0.377
I -0.28 -2.12 -2.18  -0.402

**Energy above the lowest of the compared OMol25 structures with the same formula, charge and spin**: 39.27 kcal per mole
**HOMO energy (alpha / beta)**: -7.0417 / -7.0464 eV
**LUMO level (alpha / beta)**: -2.00 / -2.01 eV


The following is a quantum chemistry calculation of a cluster of 7 separate species, C43H66ClN2O14S2 in total, from OMol25.

Each line ends with the Mulliken charge.
Geometry (Å):
C -3.21 1.80 2.34  -1.047
C -2.02 0.83 1.87  -0.401
N -1.08 1.54 0.96  0.542
C -0.82 0.81 -0.31  -0.504
C -1.68 1.56 -1.45  -0.812
C 0.13 1.97 1.62  -0.281
S 0.07 3.44 2.39  -0.284
S 1.65 0.99 1.65  0.006
C 2.94 1.85 2.63  -0.743
C 3.38 1.07 3.95  -0.269
C 4.80 0.40 3.83  -1.504
C 4.90 -0.75 2.79  0.919
C 5.85 -0.55 1.68  -0.917
C 5.99 -1.62 0.70  0.303
Cl 7.18 -1.33 -0.61  -0.113
N 5.25 -2.76 0.78  0.101
C 5.37 -3.86 -0.21  -1.137
C 3.98 -3.64 -1.12  0.575
C 3.09 -5.02 -1.32  -0.970
O 3.99 -4.27 -2.42  -0.392
C 4.34 -2.98 1.82  -0.289
C 4.11 -2.02 2.88  0.409
C 3.15 -2.25 4.07  -1.326
C 1.62 -2.14 3.72  1.275
C 1.04 -3.36 2.91  -1.213
O 0.90 -2.11 4.99  -0.593
H -2.88 2.39 3.24  0.195
H -4.12 1.20 2.62  0.380
H -3.55 2.47 1.50  0.246
H -2.54 0.00 1.32  0.440
H -1.54 0.37 2.77  0.118
H -1.16 -0.26 -0.30  0.443
H 0.24 0.84 -0.66  0.264
H -2.07 2.52 -1.04  0.289
H -0.98 1.78 -2.31  0.294
H -2.48 0.89 -1.86  0.008
H 3.84 1.93 1.95  0.268
H 2.69 2.90 2.93  0.518
H 2.61 0.33 4.30  0.073
H 3.46 1.85 4.76  0.495
H 5.18 0.04 4.83  0.418
H 5.53 1.22 3.53  0.415
H 6.47 0.38 1.58  0.348
H 5.26 -4.87 0.24  0.443
H 6.22 -3.74 -0.92  0.356
H 3.40 -2.65 -0.98  0.518
H 2.52 -5.38 -2.22  0.457
H 2.18 -4.39 -0.97  0.126
H 3.78 -3.94 1.83  0.626
H 3.34 -3.27 4.49  0.632
H 3.37 -1.49 4.86  0.491
H 1.32 -1.20 3.19  -0.409
H 1.50 -3.50 1.90  0.157
H 1.10 -4.29 3.56  0.270
H -0.07 -3.16 2.79  0.364
H 1.43 -2.73 5.54  0.389
O -1.68 1.38 -4.64  -0.538
C -2.79 1.71 -4.94  0.454
O -3.51 2.63 -4.26  -0.386
C -4.84 2.71 -4.82  -0.064
C -4.72 2.17 -6.22  -0.569
C -3.61 1.14 -6.08  -0.137
H -5.51 2.12 -4.20  -0.021
H -5.18 3.75 -4.81  0.392
H -5.65 1.77 -6.61  0.270
H -4.39 2.97 -6.90  0.339
H -4.00 0.17 -5.78  -0.053
H -3.01 1.05 -6.98  0.380
O 1.41 -1.95 -5.65  -0.591
C 2.48 -1.49 -5.35  0.373
O 3.00 -0.36 -5.90  -0.350
C 4.33 -0.15 -5.41  -0.408
C 4.39 -0.92 -4.10  -0.341
C 3.45 -2.09 -4.36  0.002
H 5.04 -0.53 -6.14  0.266
H 4.50 0.91 -5.26  0.255
H 5.40 -1.22 -3.83  0.318
H 3.99 -0.30 -3.29  0.194
H 3.97 -2.93 -4.83  0.227
H 2.95 -2.40 -3.45  0.029
O -7.53 1.20 -5.03  -0.547
C -7.15 0.16 -4.55  0.486
O -5.86 -0.06 -4.14  -0.251
C -5.73 -1.42 -3.73  -0.549
C -7.13 -1.88 -3.39  -0.525
C -7.98 -1.08 -4.36  -0.511
H -5.29 -2.00 -4.55  0.321
H -5.06 -1.48 -2.87  0.319
H -7.26 -2.96 -3.48  0.350
H -7.38 -1.60 -2.36  0.273
H -8.09 -1.59 -5.32  0.268
H -8.95 -0.84 -3.94  0.318
O 1.45 -5.38 7.14  -0.612
C 0.33 -5.66 6.79  0.586
O 0.04 -6.29 5.63  -0.352
C -1.39 -6.37 5.47  -0.384
C -1.95 -6.23 6.87  -0.516
C -0.94 -5.32 7.54  -0.397
H -1.71 -5.56 4.81  0.231
H -1.66 -7.32 5.01  0.333
H -2.97 -5.85 6.89  0.334
H -1.96 -7.21 7.36  0.261
H -1.17 -4.27 7.39  0.233
H -0.84 -5.55 8.60  0.313
O 5.86 5.33 -4.78  -0.575
C 4.75 5.03 -5.13  0.507
O 4.48 4.38 -6.29  -0.367
C 3.06 4.26 -6.46  -0.474
C 2.49 4.38 -5.06  -0.323
C 3.47 5.33 -4.39  -0.382
H 2.72 5.05 -7.12  0.308
H 2.82 3.29 -6.91  0.316
H 1.46 4.74 -5.05  0.339
H 2.51 3.41 -4.56  0.132
H 3.21 6.38 -4.55  0.268
H 3.57 5.12 -3.33  0.259
O -5.70 3.28 5.55  -0.581
C -4.88 4.14 5.41  0.448
O -3.59 3.89 5.07  -0.310
C -2.85 5.12 5.09  -0.132
C -3.88 6.22 4.92  -0.620
C -5.09 5.62 5.62  -0.374
H -2.32 5.19 6.04  0.258
H -2.13 5.12 4.27  0.147
H -3.56 7.17 5.34  0.346
H -4.10 6.37 3.86  0.275
H -5.10 5.83 6.69  0.252
H -6.02 5.95 5.16  0.289

**Total charge**: +1
**HOMO energy**: -10.4340 eV
**LUMO level**: -4.39 eV


Number 1: total energy -54390.7010 eV. Number 2: total energy -111485.9461 eV.